The following is a quantum chemistry calculation of 2 unconnected molecules or ions with the total composition C2H6ClN3 at a distorted geometry, from the OMol25 dataset.

Structure (XYZ):
```
12
Properties=species:S:1:pos:R:3:forces:R:3:lowdin_charge:R:1
H -2.8743 -0.3794 0.0859 0.1 0.5 0.4 0.024
N -2.1443 -1.0577 -0.0550 0.6 0.0 -0.2 0.091
C -0.9273 -0.6434 0.0131 -2.1 0.1 -0.7 -0.642
N 0.0454 -1.5995 -0.1780 0.0 -1.9 -0.4 0.048
N -0.4907 0.5991 0.4408 1.1 2.8 -0.6 0.018
C -0.0136 1.6774 -0.1125 -1.0 -3.9 -1.0 -0.125
H -0.4919 -2.5652 -0.2063 1.9 2.7 -0.6 0.147
H 0.7559 -1.3439 -0.9040 -1.0 -0.9 1.1 0.064
H 0.1282 1.8503 -1.2299 -0.6 -0.3 1.1 0.092
H 0.6031 2.2819 0.4953 -0.3 1.2 0.9 0.014
Cl 2.4438 0.5192 0.1086 2.8 0.2 3.9 0.266
H 2.9656 0.6611 1.5420 -1.4 -0.4 -4.0 0.004
```
Positions in Å, forces in eV/Å.

**Frontier orbital gap**: 8.533 eV
**SMILES**: [H]/N=C(/N)N=C.Cl
**Electronic energy**: -19161.466 eV
**LUMO energy**: -0.3 eV
**Relative energy (zero: lowest compared OMol25 entry of this formula, charge and spin)**: 51.87 kcal/mol
**Highest occupied orbital energy**: -0.3255 hartree

---

The following is a quantum chemistry calculation of 2 unconnected molecules or ions with the total composition C3H10N2O at a distorted geometry, from the OMol25 dataset.

Structure (XYZ):
```
16
Properties=species:S:1:pos:R:3:forces:R:3:lowdin_charge:R:1
N -0.1352 0.9127 1.0510 -0.1 0.2 -2.1 0.072
C -1.4373 1.0373 1.4455 -1.0 0.0 2.6 -0.438
O -2.3535 0.2397 1.2916 1.4 1.0 -0.2 0.007
H 0.1825 1.8105 0.5658 -0.2 -1.9 1.1 0.130
H -0.0811 0.0265 0.4950 0.8 0.9 0.3 0.054
H -1.4579 1.8586 2.2408 -0.8 -0.2 -1.1 0.130
C 0.0798 -0.4622 -1.7334 -1.5 -2.8 1.5 -0.129
N 0.9971 -1.2071 -0.7621 -1.0 3.2 -0.8 -0.186
C 2.3036 -0.4904 -0.8293 0.5 -1.3 0.4 -0.156
H 0.3570 -0.5411 -2.7759 0.2 0.3 -0.2 0.067
H 0.0368 0.4908 -1.3025 0.5 1.8 -0.4 0.015
H -1.0319 -0.7093 -1.6072 1.5 -0.5 -0.3 0.103
H 1.0995 -2.1979 -0.8829 0.0 -0.1 -0.4 0.089
H 2.9044 -1.0785 -0.1261 0.6 0.0 -0.6 0.068
H 2.6647 -0.5701 -1.8948 0.2 0.6 1.2 0.084
H 2.4430 0.5457 -0.3647 -1.2 -1.1 -1.0 0.091
```
Positions in Å, forces in eV/Å.

**Frontier orbital gap**: 10.277 eV
**SMILES**: NC=O.CNC
**Electronic energy**: -8299.426 eV
**LUMO energy**: 0.9 eV
**Relative energy (zero: lowest compared OMol25 entry of this formula, charge and spin)**: 47.93 kcal/mol
**Highest occupied orbital energy**: -0.3457 hartree